(A)
{
  "formula": "C44H68Br4O30",
  "method": "ωB97M-V with the def2-TZVPD basis set",
  "homo_lumo_gap_ev": 10.12,
  "molar_mass_g_mol": 1396.6,
  "total_charge": 0,
  "elements": ["C", "C", "C", "O", "C", "O", "O", "H", "H", "H", "H", "H", "H", "C", "C", "C", "O", "C", "O", "O", "H", "H", "H", "H", "H", "H", "C", "C", "C", "O", "C", "O", "O", "H", "H", "H", "H", "H", "H", "C", "C", "C", "O", "C", "O", "O", "H", "H", "H", "H", "H", "H", "C", "C", "C", "O", "C", "O", "O", "H", "H", "H", "H", "H", "H", "C", "C", "C", "O", "C", "O", "O", "H", "H", "H", "H", "H", "H", "C", "C", "C", "O", "C", "O", "O", "H", "H", "H", "H", "H", "H", "C", "C", "C", "O", "C", "O", "O", "H", "H", "H", "H", "H", "H", "C", "C", "C", "O", "C", "O", "O", "H", "H", "H", "H", "H", "H", "C", "C", "C", "O", "C", "O", "O", "H", "H", "H", "H", "H", "H", "Br", "C", "C", "Br", "H", "H", "H", "H", "Br", "C", "C", "Br", "H", "H", "H", "H"],
  "coordinates": [[-19.319, -13.701, -16.606], [-20.245, -13.116, -15.539], [-19.586, -12.206, -14.487], [-20.368, -11.065, -14.510], [-21.158, -11.012, -15.519], [-21.737, -10.047, -15.960], [-21.188, -12.201, -16.123], [-18.744, -12.928, -17.116], [-19.938, -14.139, -17.389], [-18.559, -14.339, -16.155], [-20.743, -13.893, -14.960], [-18.561, -12.024, -14.808], [-19.604, -12.746, -13.541], [-25.448, -8.338, -22.202], [-25.321, -7.835, -20.739], [-24.443, -6.589, -20.698], [-25.202, -5.694, -19.984], [-26.393, -6.262, -19.742], [-27.239, -5.836, -18.987], [-26.579, -7.361, -20.427], [-24.519, -8.708, -22.634], [-25.850, -7.572, -22.865], [-26.197, -9.114, -22.356], [-25.000, -8.669, -20.115], [-24.186, -6.154, -21.664], [-23.578, -7.022, -20.197], [-21.854, -12.323, -8.189], [-23.426, -12.138, -8.502], [-23.899, -10.726, -8.911], [-24.719, -10.919, -10.058], [-24.556, -12.211, -10.429], [-25.131, -12.709, -11.376], [-23.740, -12.913, -9.573], [-21.223, -12.022, -9.025], [-21.624, -13.318, -7.808], [-21.648, -11.670, -7.340], [-24.031, -12.532, -7.685], [-22.969, -10.161, -8.982], [-24.343, -10.310, -8.006], [-32.349, -18.303, -18.664], [-31.951, -19.679, -19.290], [-32.728, -19.974, -20.567], [-31.740, -20.494, -21.448], [-30.540, -20.442, -20.884], [-29.510, -21.089, -21.175], [-30.617, -19.749, -19.753], [-31.815, -17.426, -19.029], [-32.045, -18.241, -17.619], [-33.422, -18.131, -18.578], [-32.111, -20.561, -18.669], [-33.191, -19.104, -21.034], [-33.474, -20.766, -20.500], [-24.956, -22.980, -17.784], [-26.186, -22.639, -16.968], [-27.268, -23.699, -16.877], [-27.554, -23.804, -15.521], [-26.753, -23.016, -14.837], [-26.794, -22.869, -13.619], [-25.825, -22.458, -15.647], [-25.151, -22.882, -18.852], [-24.611, -24.002, -17.630], [-24.117, -22.421, -17.370], [-26.641, -21.714, -17.323], [-26.810, -24.643, -17.173], [-28.176, -23.633, -17.477], [-31.675, -8.684, -23.024], [-33.188, -8.715, -23.259], [-33.983, -9.738, -22.354], [-34.926, -8.919, -21.713], [-34.891, -7.634, -22.220], [-35.676, -6.706, -21.945], [-33.808, -7.462, -22.886], [-31.134, -9.233, -23.795], [-31.447, -8.900, -21.980], [-31.291, -7.664, -22.998], [-33.404, -8.906, -24.311], [-33.390, -10.210, -21.570], [-34.475, -10.500, -22.959], [-19.105, -20.579, -15.046], [-19.984, -19.533, -14.332], [-20.923, -20.036, -13.171], [-20.867, -18.870, -12.364], [-19.680, -18.215, -12.557], [-19.246, -17.334, -11.821], [-19.166, -18.601, -13.754], [-18.634, -21.281, -14.358], [-18.282, -20.078, -15.555], [-19.650, -21.237, -15.723], [-20.538, -19.013, -15.113], [-20.628, -20.961, -12.676], [-21.960, -20.053, -13.508], [-29.350, -16.764, -25.498], [-29.835, -15.476, -24.654], [-30.440, -14.417, -25.558], [-31.607, -14.160, -24.799], [-31.906, -15.114, -23.857], [-32.930, -15.180, -23.187], [-30.926, -15.972, -23.821], [-30.192, -17.215, -26.023], [-28.970, -17.575, -24.877], [-28.468, -16.662, -26.131], [-29.062, -15.088, -23.991], [-30.653, -14.666, -26.597], [-29.763, -13.563, -25.567], [-28.972, -17.411, -12.009], [-28.396, -18.000, -10.689], [-26.804, -18.023, -10.666], [-26.421, -17.396, -9.482], [-27.540, -16.884, -8.885], [-27.522, -16.216, -7.831], [-28.605, -17.122, -9.622], [-29.287, -18.203, -12.689], [-28.319, -16.652, -12.439], [-29.926, -16.967, -11.724], [-28.826, -18.981, -10.490], [-26.419, -17.518, -11.552], [-26.354, -19.012, -10.753], [-32.853, -8.190, -16.319], [-31.932, -9.365, -16.713], [-30.616, -9.468, -15.968], [-30.795, -10.644, -15.219], [-31.996, -11.175, -15.421], [-32.400, -12.135, -14.885], [-32.695, -10.488, -16.269], [-33.854, -8.298, -16.736], [-32.354, -7.290, -16.677], [-33.090, -8.086, -15.260], [-31.828, -9.335, -17.798], [-30.455, -8.580, -15.355], [-29.767, -9.488, -16.651], [-23.648, -16.743, -23.684], [-23.504, -18.776, -23.768], [-22.106, -19.168, -23.343], [-22.011, -18.897, -21.363], [-23.610, -19.145, -24.788], [-24.290, -19.308, -23.231], [-21.281, -18.674, -23.857], [-22.001, -20.252, -23.398], [-27.864, -13.498, -19.406], [-26.710, -14.205, -17.908], [-26.054, -15.522, -18.239], [-25.382, -16.330, -16.510], [-27.284, -14.119, -16.985], [-25.886, -13.493, -17.876], [-25.244, -15.409, -18.959], [-26.795, -16.239, -18.593]]
}



(B)
{
  "formula": "C44H68Br4O30",
  "method": "ωB97M-V with the def2-TZVPD basis set",
  "homo_lumo_gap_ev": 9.91,
  "molar_mass_g_mol": 1396.6,
  "total_charge": 0,
  "elements": ["C", "C", "C", "O", "C", "O", "O", "H", "H", "H", "H", "H", "H", "C", "C", "C", "O", "C", "O", "O", "H", "H", "H", "H", "H", "H", "C", "C", "C", "O", "C", "O", "O", "H", "H", "H", "H", "H", "H", "C", "C", "C", "O", "C", "O", "O", "H", "H", "H", "H", "H", "H", "C", "C", "C", "O", "C", "O", "O", "H", "H", "H", "H", "H", "H", "C", "C", "C", "O", "C", "O", "O", "H", "H", "H", "H", "H", "H", "C", "C", "C", "O", "C", "O", "O", "H", "H", "H", "H", "H", "H", "C", "C", "C", "O", "C", "O", "O", "H", "H", "H", "H", "H", "H", "C", "C", "C", "O", "C", "O", "O", "H", "H", "H", "H", "H", "H", "C", "C", "C", "O", "C", "O", "O", "H", "H", "H", "H", "H", "H", "Br", "C", "C", "Br", "H", "H", "H", "H", "Br", "C", "C", "Br", "H", "H", "H", "H"],
  "coordinates": [[-3.854, -6.813, 1.976], [-3.481, -6.027, 0.723], [-4.604, -5.438, -0.154], [-4.111, -4.112, -0.443], [-3.001, -3.852, 0.262], [-2.402, -2.828, 0.237], [-2.652, -4.922, 1.015], [-2.952, -7.322, 2.306], [-4.626, -7.560, 1.789], [-4.292, -6.112, 2.687], [-2.923, -6.681, 0.043], [-5.563, -5.389, 0.360], [-4.651, -5.892, -1.139], [6.945, -1.210, -0.869], [5.897, -0.463, -1.728], [4.868, -1.269, -2.537], [3.636, -0.673, -2.166], [3.827, 0.277, -1.211], [2.915, 0.896, -0.746], [5.076, 0.243, -0.782], [7.794, -1.518, -1.478], [6.481, -2.106, -0.459], [7.299, -0.498, -0.127], [6.408, 0.243, -2.385], [4.951, -2.343, -2.363], [5.079, -1.147, -3.600], [1.788, 1.649, -4.372], [1.364, 0.981, -5.679], [2.402, 0.035, -6.280], [1.703, -1.170, -6.452], [0.486, -1.132, -5.901], [-0.234, -2.058, -5.735], [0.268, 0.113, -5.398], [0.946, 2.001, -3.778], [2.414, 2.501, -4.662], [2.451, 1.065, -3.732], [1.105, 1.765, -6.393], [3.252, -0.124, -5.609], [2.861, 0.419, -7.191], [-3.313, 6.183, -0.632], [-1.885, 6.131, -0.122], [-1.729, 5.139, 1.037], [-0.696, 4.279, 0.596], [-0.249, 4.580, -0.618], [0.738, 4.136, -1.112], [-1.010, 5.584, -1.139], [-3.399, 6.955, -1.394], [-3.960, 6.478, 0.198], [-3.626, 5.187, -0.940], [-1.493, 7.114, 0.142], [-2.654, 4.572, 1.129], [-1.359, 5.585, 1.957], [-0.670, 1.922, 5.955], [-0.603, 3.133, 5.050], [-1.435, 3.117, 3.785], [-2.266, 4.271, 3.963], [-1.965, 4.951, 5.068], [-2.327, 6.061, 5.303], [-1.078, 4.247, 5.819], [-0.135, 2.046, 6.895], [-0.064, 1.109, 5.533], [-1.689, 1.548, 6.039], [0.459, 3.308, 4.855], [-2.114, 2.265, 3.759], [-0.754, 3.054, 2.938], [-6.480, -0.948, 1.586], [-5.025, -0.619, 1.474], [-4.561, -0.489, 0.007], [-3.696, 0.636, 0.044], [-4.018, 1.419, 1.083], [-3.720, 2.569, 1.178], [-4.835, 0.740, 1.899], [-6.659, -2.019, 1.461], [-7.015, -0.471, 0.764], [-6.952, -0.640, 2.518], [-4.368, -1.242, 2.087], [-5.340, -0.272, -0.725], [-4.014, -1.392, -0.268], [2.921, -1.438, 4.055], [3.141, -1.210, 2.560], [4.520, -1.764, 2.085], [4.152, -2.750, 1.129], [2.813, -2.776, 0.938], [2.272, -3.501, 0.169], [2.210, -1.976, 1.816], [1.922, -1.107, 4.338], [3.658, -0.928, 4.678], [2.992, -2.491, 4.338], [2.980, -0.165, 2.308], [5.035, -2.177, 2.948], [5.088, -0.961, 1.620], [-2.996, 3.247, -3.358], [-3.682, 2.316, -4.334], [-2.834, 1.257, -5.035], [-3.349, 0.020, -4.507], [-4.416, 0.246, -3.751], [-5.096, -0.605, -3.241], [-4.649, 1.553, -3.602], [-2.469, 4.014, -3.940], [-2.166, 2.781, -2.825], [-3.698, 3.741, -2.693], [-4.151, 2.969, -5.076], [-1.803, 1.326, -4.694], [-2.970, 1.347, -6.109], [5.600, 2.465, 2.071], [4.379, 3.110, 2.700], [2.986, 2.581, 2.303], [2.359, 2.170, 3.502], [3.195, 2.407, 4.553], [2.947, 2.071, 5.662], [4.350, 2.934, 4.127], [6.528, 2.644, 2.607], [5.631, 2.925, 1.080], [5.457, 1.396, 1.910], [4.347, 4.185, 2.516], [3.051, 1.763, 1.584], [2.458, 3.410, 1.831], [0.847, -2.951, -2.573], [1.953, -3.769, -3.216], [1.575, -4.648, -4.428], [2.621, -4.390, -5.362], [3.380, -3.371, -4.933], [4.333, -2.928, -5.514], [2.940, -2.889, -3.785], [0.329, -3.563, -1.830], [0.066, -2.609, -3.251], [1.245, -2.100, -2.024], [2.458, -4.373, -2.460], [0.645, -4.303, -4.885], [1.428, -5.675, -4.098], [-0.697, 0.380, -2.047], [-0.412, -0.270, -0.215], [-0.348, 0.918, 0.726], [-0.275, 0.161, 2.546], [0.494, -0.875, -0.201], [-1.186, -1.012, -0.035], [-1.270, 1.487, 0.636], [0.525, 1.537, 0.544], [0.301, -4.401, 3.629], [-0.727, -3.243, 4.798], [-1.903, -2.739, 3.985], [-2.680, -1.117, 4.821], [-0.031, -2.445, 5.038], [-1.005, -3.805, 5.683], [-2.720, -3.447, 3.936], [-1.515, -2.347, 3.050]]
}



Stability ranking, top and bottom: (B) is the most stable and (A) is the least stable.



(A)
{
  "formula": "C4H3Cl2N",
  "method": "ωB97M-V with the def2-TZVPD basis set",
  "homo_lumo_gap_ev": 8.93,
  "molar_mass_g_mol": 136.0,
  "total_charge": 0,
  "elements": ["C", "C", "C", "C", "N", "Cl", "Cl", "H", "H", "H"],
  "coordinates": [[2.606, -0.377, -0.116], [0.773, 0.787, -0.019], [-0.156, -0.187, 0.043], [-1.705, 0.001, 0.017], [3.672, -0.730, 0.025], [0.721, 2.464, -0.120], [0.299, -1.798, 0.003], [-1.979, -0.711, 0.937], [-2.227, -0.509, -0.915], [-2.004, 1.060, 0.144]]
}



(B)
{
  "formula": "C4H3Cl2N",
  "method": "ωB97M-V with the def2-TZVPD basis set",
  "homo_lumo_gap_ev": 7.87,
  "molar_mass_g_mol": 136.0,
  "total_charge": 0,
  "elements": ["C", "C", "C", "C", "N", "Cl", "Cl", "H", "H", "H"],
  "coordinates": [[-2.093, 1.071, -0.005], [-1.702, -0.211, -0.003], [0.746, -0.133, 0.064], [2.164, -0.006, 0.001], [-0.390, -0.350, -0.003], [-3.775, 1.367, -0.011], [-2.543, -1.818, -0.012], [2.488, 0.192, -1.024], [2.625, -0.930, 0.352], [2.480, 0.818, 0.642]]
}



Stability ranking, top and bottom: (B) is the most stable and (A) is the least stable.



(A)
{
  "formula": "C6H15NO",
  "method": "ωB97M-V with the def2-TZVPD basis set",
  "homo_lumo_gap_ev": 9.54,
  "molar_mass_g_mol": 117.2,
  "total_charge": 0,
  "elements": ["C", "N", "C", "C", "C", "C", "C", "O", "H", "H", "H", "H", "H", "H", "H", "H", "H", "H", "H", "H", "H", "H", "H"],
  "coordinates": [[2.005, -0.769, 1.441], [2.504, 0.216, 0.477], [1.573, 0.577, -0.614], [0.418, 1.528, -0.243], [-0.640, 0.984, 0.719], [-1.514, -0.276, 0.439], [-1.756, -0.459, -1.046], [-2.388, -1.698, -1.306], [1.553, -0.272, 2.303], [1.269, -1.450, 1.008], [2.831, -1.367, 1.849], [2.694, 1.066, 0.995], [1.224, -0.384, -0.999], [2.178, 1.108, -1.349], [0.825, 2.444, 0.196], [-0.101, 1.775, -1.178], [-1.432, 1.746, 0.718], [-0.234, 0.954, 1.737], [-1.084, -1.206, 0.817], [-2.457, -0.068, 0.953], [-0.812, -0.511, -1.614], [-2.190, 0.393, -1.591], [-3.281, -1.739, -0.977]]
}



(B)
{
  "formula": "C6H15NO",
  "method": "ωB97M-V with the def2-TZVPD basis set",
  "homo_lumo_gap_ev": 9.39,
  "molar_mass_g_mol": 117.2,
  "total_charge": 0,
  "elements": ["C", "C", "N", "C", "C", "C", "C", "O", "H", "H", "H", "H", "H", "H", "H", "H", "H", "H", "H", "H", "H", "H", "H"],
  "coordinates": [[2.225, 1.963, -1.237], [2.597, 0.825, -0.174], [1.525, -0.206, -0.403], [0.554, -0.636, 0.592], [-0.697, 0.259, 0.572], [-1.985, -0.486, 0.988], [-2.280, -1.393, -0.124], [-3.599, -1.871, 0.090], [1.871, 1.496, -2.232], [3.105, 2.716, -1.364], [1.589, 2.675, -0.629], [2.758, 1.253, 0.890], [3.672, 0.417, -0.402], [1.005, 0.151, -1.132], [1.055, -0.604, 1.659], [0.387, -1.731, 0.278], [-0.559, 1.207, 1.361], [-0.832, 0.717, -0.400], [-1.926, -1.094, 1.927], [-2.847, 0.277, 1.312], [-2.266, -0.911, -1.158], [-1.545, -2.179, -0.308], [-3.807, -2.843, -0.104]]
}



Stability ranking, top and bottom: (A) is the most stable and (B) is the least stable.